(1)
{"formula": "C40H35F3N4RhTe", "method": "ωB97M-V/def2-TZVPD", "elements": ["Rh", "C", "C", "C", "C", "C", "C", "C", "C", "C", "C", "N", "C", "C", "C", "C", "C", "N", "H", "H", "H", "H", "H", "H", "H", "H", "H", "H", "H", "H", "H", "H", "H", "H", "H", "F", "C", "F", "F", "C", "C", "C", "C", "C", "C", "C", "C", "H", "H", "H", "H", "Te", "C", "C", "C", "C", "C", "C", "H", "H", "H", "H", "H", "N", "C", "C", "C", "C", "C", "C", "C", "H", "H", "H", "H", "C", "C", "C", "N", "H", "H", "H", "H", "H"], "xyz": [[-0.893, -0.152, -0.179], [0.202, 4.635, -1.016], [0.742, 3.205, -0.979], [1.421, 2.886, 0.326], [2.669, 3.442, 0.582], [3.315, 3.242, 1.790], [2.702, 2.469, 2.759], [1.453, 1.891, 2.548], [0.902, 1.003, 3.639], [0.395, 1.777, 4.857], [0.804, 2.113, 1.320], [-0.464, 1.513, 1.078], [-1.445, 1.752, 1.889], [-2.616, 0.973, 1.807], [-3.836, 0.977, 2.497], [-4.571, -0.081, 1.975], [-3.771, -0.692, 0.991], [-2.603, -0.062, 0.896], [-0.262, 4.846, -1.981], [0.992, 5.369, -0.843], [-0.557, 4.772, -0.243], [1.453, 3.059, -1.799], [-0.081, 2.520, -1.146], [3.133, 4.049, -0.189], [4.289, 3.680, 1.971], [3.208, 2.281, 3.700], [1.714, 0.349, 3.961], [0.128, 0.346, 3.247], [1.193, 2.376, 5.302], [0.020, 1.092, 5.619], [-0.414, 2.459, 4.593], [-1.367, 2.552, 2.624], [-4.130, 1.670, 3.270], [-5.560, -0.396, 2.266], [-3.997, -1.539, 0.362], [4.000, -6.454, 5.069], [2.646, -6.475, 5.112], [2.270, -7.705, 4.716], [2.323, -6.375, 6.422], [2.037, -5.385, 4.292], [1.200, -5.667, 3.222], [0.665, -4.635, 2.470], [0.957, -3.298, 2.769], [1.803, -3.036, 3.857], [2.336, -4.064, 4.608], [0.407, -2.246, 1.977], [-0.059, -1.408, 1.226], [0.963, -6.694, 2.977], [0.012, -4.844, 1.634], [2.033, -2.009, 4.100], [2.987, -3.845, 5.446], [-1.533, -2.447, -1.302], [-1.543, -2.297, -3.420], [-2.493, -1.570, -4.138], [-2.482, -1.552, -5.526], [-1.528, -2.277, -6.229], [-0.588, -3.020, -5.529], [-0.594, -3.025, -4.139], [-3.256, -1.018, -3.602], [-3.228, -0.974, -6.059], [-1.522, -2.268, -7.312], [0.160, -3.593, -6.064], [0.151, -3.597, -3.599], [-3.306, 4.798, -5.257], [-2.986, 3.996, -4.495], [-2.588, 2.999, -3.542], [-3.108, 3.009, -2.249], [-2.691, 2.062, -1.328], [-1.746, 1.071, -1.637], [-1.272, 1.075, -2.958], [-1.669, 2.012, -3.897], [-3.833, 3.766, -1.972], [-3.117, 2.103, -0.332], [-0.556, 0.322, -3.268], [-1.271, 1.986, -4.905], [3.107, 0.473, -3.704], [3.220, 0.104, -2.223], [1.905, -0.019, -1.605], [0.870, -0.072, -1.129], [4.097, 0.668, -4.113], [2.494, 1.364, -3.834], [2.649, -0.338, -4.270], [3.770, 0.864, -1.664], [3.743, -0.844, -2.089]], "charge": -1, "e_tot_ev": -66464.3994, "orbital_gap_ha": 0.241, "de_lowest_kcal_mol": 0.00, "mol_weight_g_mol": 859.2, "homo_ev": -4.33}

(2)
{"formula": "C6H6FLiMgO6", "method": "ωB97M-V/def2-TZVPD", "elements": ["H", "O", "O", "O", "C", "C", "C", "H", "F", "H", "Mg", "H", "O", "O", "O", "C", "C", "C", "H", "H", "Li"], "xyz": [[0.961, -0.879, 1.502], [2.340, 0.402, 0.487], [1.322, -0.398, -1.272], [1.637, 1.793, -1.132], [1.973, -0.954, 0.860], [1.642, -1.556, -0.501], [1.799, 0.685, -0.653], [2.842, -1.435, 1.316], [2.695, -2.174, -1.104], [0.796, -2.250, -0.514], [2.083, 3.743, -0.827], [-2.988, -0.172, 2.130], [-3.252, 0.524, 0.152], [-1.162, 0.315, -0.418], [-2.573, 0.776, -2.013], [-2.452, 0.469, 1.423], [-1.101, -0.044, 1.030], [-2.401, 0.514, -0.832], [-2.464, 1.510, 1.779], [-1.157, -1.147, 0.972], [-0.537, 0.277, -2.384]], "spin_multiplicity": 2, "charge": 1, "e_tot_ev": -26963.8703, "orbital_gap_ha": [0.239, 0.193], "de_lowest_kcal_mol": 0.00, "mol_weight_g_mol": 224.4, "homo_ev": [-10.18, -10.18]}

(3)
{"formula": "C19H30N2O4S", "method": "ωB97M-V/def2-TZVPD", "elements": ["C", "C", "C", "C", "C", "S", "O", "O", "N", "C", "C", "C", "C", "O", "N", "C", "C", "C", "O", "C", "C", "C", "C", "C", "C", "C", "H", "H", "H", "H", "H", "H", "H", "H", "H", "H", "H", "H", "H", "H", "H", "H", "H", "H", "H", "H", "H", "H", "H", "H", "H", "H", "H", "H", "H", "H"], "xyz": [[1.713, 0.314, 5.869], [1.760, -0.207, 4.466], [2.946, -0.722, 3.948], [2.995, -1.223, 2.660], [1.850, -1.209, 1.887], [1.941, -1.835, 0.219], [0.606, -1.864, -0.337], [2.674, -3.064, 0.193], [2.935, -0.674, -0.497], [2.387, 0.665, -0.520], [1.195, 0.784, -1.468], [1.504, 0.211, -2.863], [0.169, 0.034, -3.596], [-0.143, 0.706, -4.559], [-0.621, -0.916, -3.060], [-1.987, -1.132, -3.474], [-2.949, -0.930, -2.305], [-2.936, 0.508, -1.798], [-3.673, 0.563, -0.599], [-3.625, 1.806, 0.080], [-4.873, 1.883, 0.956], [-2.356, 1.936, 0.930], [2.284, -1.113, -2.828], [3.418, -1.079, -1.804], [0.661, -0.707, 2.380], [0.620, -0.206, 3.670], [1.585, -0.515, 6.565], [0.882, 1.000, 6.004], [2.640, 0.822, 6.125], [3.835, -0.730, 4.562], [3.900, -1.631, 2.241], [3.194, 1.339, -0.824], [2.089, 0.922, 0.500], [0.908, 1.833, -1.569], [0.363, 0.241, -1.022], [2.090, 0.948, -3.421], [-0.331, -1.391, -2.213], [-2.094, -2.151, -3.863], [-2.191, -0.423, -4.280], [-3.962, -1.198, -2.607], [-2.659, -1.583, -1.479], [-1.897, 0.828, -1.632], [-3.377, 1.186, -2.547], [-3.648, 2.623, -0.660], [-4.902, 2.829, 1.490], [-5.763, 1.793, 0.340], [-4.865, 1.066, 1.671], [-2.359, 2.885, 1.459], [-1.464, 1.889, 0.311], [-2.321, 1.125, 1.654], [1.627, -1.939, -2.559], [2.688, -1.314, -3.821], [4.202, -0.375, -2.101], [3.854, -2.072, -1.686], [-0.214, -0.721, 1.749], [-0.305, 0.190, 4.062]], "smiles": "Cc1ccc(S(=O)(=O)N2CCC(C(=O)NCCCOC(C)C)CC2)cc1", "e_tot_ev": -42195.7764, "orbital_gap_ha": 0.354, "de_lowest_kcal_mol": 8.39, "mol_weight_g_mol": 382.5, "homo_ev": -9.16}

(4)
{"formula": "C28H27N2PtTe", "method": "ωB97M-V/def2-TZVPD", "elements": ["Pt", "C", "C", "C", "C", "C", "C", "N", "N", "C", "C", "C", "C", "C", "C", "H", "H", "H", "H", "H", "H", "H", "H", "H", "C", "C", "C", "C", "C", "C", "C", "H", "H", "H", "H", "H", "H", "H", "C", "C", "C", "C", "C", "C", "Te", "C", "C", "C", "H", "H", "H", "H", "H", "H", "H", "H", "H", "H", "H"], "xyz": [[-0.362, 0.346, 0.020], [2.534, 0.236, -5.340], [2.411, 0.657, -4.020], [1.180, 0.661, -3.398], [0.031, 0.233, -4.085], [0.167, -0.201, -5.408], [1.405, -0.199, -6.022], [-1.237, 0.251, -3.539], [-1.308, 0.428, -2.316], [-2.510, 0.597, -1.672], [-3.766, 0.763, -2.263], [-4.863, 0.950, -1.443], [-4.713, 0.968, -0.060], [-3.456, 0.843, 0.527], [-2.332, 0.662, -0.259], [3.499, 0.252, -5.829], [3.289, 0.980, -3.473], [1.066, 1.002, -2.377], [-0.715, -0.544, -5.935], [1.498, -0.539, -7.047], [-3.853, 0.754, -3.342], [-5.846, 1.092, -1.876], [-5.583, 1.101, 0.573], [-3.363, 0.914, 1.605], [-0.182, 2.355, 0.619], [-1.342, 3.203, 0.978], [-1.675, 3.495, 2.302], [-2.742, 4.328, 2.611], [-3.513, 4.887, 1.604], [-3.209, 4.594, 0.280], [-2.142, 3.770, -0.024], [0.525, 2.288, 1.448], [0.320, 2.785, -0.254], [-1.083, 3.066, 3.103], [-2.974, 4.546, 3.648], [-4.336, 5.549, 1.848], [-3.815, 5.011, -0.516], [-1.913, 3.538, -1.058], [3.847, -4.831, 4.456], [3.213, -3.924, 3.433], [3.991, -3.196, 2.545], [3.424, -2.430, 1.529], [4.337, -1.641, 0.629], [2.030, -2.408, 1.373], [1.215, -1.577, -0.419], [1.234, -3.053, 2.327], [-0.267, -2.943, 2.299], [1.833, -3.805, 3.333], [4.934, -4.750, 4.422], [3.582, -5.872, 4.256], [3.513, -4.590, 5.467], [5.074, -3.232, 2.630], [5.348, -1.606, 1.040], [3.968, -0.621, 0.513], [4.379, -2.081, -0.370], [-0.572, -1.928, 2.040], [-0.682, -3.204, 3.274], [-0.697, -3.616, 1.553], [1.203, -4.314, 4.057]], "charge": -1, "e_tot_ev": -42994.3343, "orbital_gap_ha": 0.227, "de_lowest_kcal_mol": 42.36, "mol_weight_g_mol": 714.2, "homo_ev": -3.94}

(5)
{"formula": "C66H55N3P3PtSSi", "method": "ωB97M-V/def2-TZVPD", "elements": ["Pt", "C", "C", "C", "C", "C", "C", "P", "C", "C", "C", "C", "C", "C", "C", "C", "C", "C", "C", "C", "Si", "C", "C", "C", "C", "C", "C", "P", "C", "C", "C", "C", "C", "C", "C", "C", "C", "C", "C", "C", "C", "C", "C", "C", "C", "C", "P", "C", "C", "C", "C", "C", "C", "C", "C", "C", "C", "C", "C", "H", "H", "H", "H", "H", "H", "H", "H", "H", "H", "H", "H", "H", "H", "H", "H", "H", "H", "H", "H", "H", "H", "H", "H", "H", "H", "H", "H", "H", "H", "H", "H", "H", "H", "H", "H", "H", "H", "H", "H", "H", "H", "C", "C", "C", "C", "N", "C", "S", "N", "C", "H", "H", "H", "H", "H", "H", "H", "H", "N", "C", "C", "C", "C", "C", "C", "H", "H", "H", "H", "H"], "xyz": [[-0.228, -0.479, -0.739], [-3.137, -5.670, 0.707], [-2.965, -5.170, -0.576], [-2.774, -3.812, -0.772], [-2.773, -2.934, 0.312], [-2.951, -3.442, 1.596], [-3.130, -4.804, 1.791], [-2.449, -1.171, 0.014], [-3.305, -0.361, 1.421], [-2.669, -0.242, 2.652], [-3.324, 0.316, 3.739], [-4.628, 0.770, 3.607], [-5.275, 0.647, 2.386], [-4.623, 0.080, 1.301], [-3.540, -0.619, -1.334], [-4.614, -1.303, -1.882], [-5.377, -0.686, -2.869], [-5.083, 0.606, -3.274], [-4.015, 1.293, -2.707], [-3.226, 0.691, -1.735], [-1.575, 1.366, -1.098], [-1.626, 2.427, 0.442], [-2.624, 3.091, 1.020], [-2.127, 4.144, 1.954], [-0.608, 3.443, 3.367], [-0.237, 2.005, 3.225], [0.033, 1.702, 1.957], [0.869, 0.217, 1.287], [0.881, -0.977, 2.678], [0.305, -2.228, 2.487], [0.302, -3.173, 3.506], [0.886, -2.873, 4.726], [1.484, -1.632, 4.922], [1.488, -0.693, 3.905], [2.604, 0.823, 1.434], [3.638, -0.087, 1.636], [4.946, 0.348, 1.797], [5.242, 1.702, 1.759], [4.219, 2.618, 1.553], [2.912, 2.183, 1.386], [-0.859, 2.468, -2.454], [-1.284, 3.758, -2.766], [-0.716, 4.444, -3.829], [0.285, 3.854, -4.594], [0.725, 2.575, -4.298], [0.148, 1.888, -3.233], [0.637, 0.198, -2.774], [0.081, -0.800, -4.204], [-1.032, -0.340, -4.912], [-1.587, -1.097, -5.932], [-1.038, -2.325, -6.267], [0.060, -2.799, -5.564], [0.608, -2.050, -4.533], [2.462, 0.283, -2.865], [3.071, 1.105, -1.916], [4.444, 1.282, -1.911], [5.233, 0.631, -2.853], [4.636, -0.179, -3.809], [3.255, -0.347, -3.822], [-3.285, -6.731, 0.860], [-2.972, -5.837, -1.428], [-2.632, -3.434, -1.778], [-2.967, -2.780, 2.453], [-3.279, -5.183, 2.794], [-1.658, -0.598, 2.775], [-2.811, 0.399, 4.690], [-5.141, 1.211, 4.452], [-6.296, 0.990, 2.275], [-5.148, -0.006, 0.359], [-4.865, -2.301, -1.547], [-6.205, -1.220, -3.318], [-5.678, 1.079, -4.045], [-3.788, 2.296, -3.051], [-3.665, 2.977, 0.746], [-2.479, 5.125, 1.633], [0.100, 3.936, 4.034], [-0.057, 1.352, 4.067], [-0.151, -2.472, 1.532], [-0.163, -4.137, 3.336], [0.883, -3.604, 5.525], [1.953, -1.400, 5.870], [1.981, 0.259, 4.058], [3.414, -1.145, 1.717], [5.734, -0.373, 1.982], [6.259, 2.042, 1.902], [4.435, 3.679, 1.534], [2.125, 2.912, 1.238], [-2.048, 4.239, -2.164], [-1.043, 5.449, -4.061], [0.724, 4.400, -5.419], [1.511, 2.116, -4.887], [-1.477, 0.616, -4.669], [-2.450, -0.721, -6.467], [-1.465, -2.913, -7.070], [0.488, -3.762, -5.808], [1.436, -2.462, -3.974], [2.456, 1.620, -1.189], [4.898, 1.931, -1.173], [6.307, 0.770, -2.852], [5.240, -0.670, -4.562], [2.808, -0.942, -4.607], [5.218, -2.014, -0.797], [4.085, -2.805, -0.245], [4.158, -3.772, 0.713], [2.977, -4.458, 1.064], [1.812, -4.214, 0.483], [1.745, -3.259, -0.434], [0.327, -2.899, -1.319], [2.865, -2.540, -0.753], [3.015, -5.521, 2.111], [6.130, -2.213, -0.239], [4.996, -0.946, -0.762], [5.383, -2.284, -1.842], [5.102, -4.020, 1.178], [2.766, -1.848, -1.492], [3.578, -5.183, 2.981], [3.522, -6.404, 1.714], [2.005, -5.799, 2.398], [-0.320, 2.763, 1.027], [-0.594, 3.945, 1.904], [0.177, 5.199, 1.697], [-0.061, 6.257, 2.483], [-1.043, 6.344, 3.581], [-1.900, 5.421, 4.045], [-2.051, 4.020, 3.506], [0.922, 5.242, 0.910], [0.515, 7.159, 2.314], [-1.063, 7.308, 4.077], [-2.541, 5.708, 4.872], [-2.810, 3.437, 4.024]], "charge": 1, "e_tot_ev": -123629.3455, "orbital_gap_ha": 0.256, "de_lowest_kcal_mol": 7.98, "mol_weight_g_mol": 1238.3, "homo_ev": -9.51}

(6)
{"formula": "F4NP", "method": "ωB97M-V/def2-TZVPD", "elements": ["F", "N", "P", "F", "F", "F"], "xyz": [[2.117, 0.129, -0.025], [1.113, -0.827, 0.015], [-0.265, -0.048, -0.027], [-1.505, -0.821, -0.716], [-0.333, 1.447, -0.523], [-1.125, 0.121, 1.275]], "smiles": "FN=P(F)(F)F", "e_tot_ev": -21648.5535, "orbital_gap_ha": 0.407, "de_lowest_kcal_mol": 0.00, "mol_weight_g_mol": 121.0, "homo_ev": -10.80}

Which formula does entry 3 have? C19H30N2O4S

Please write out number 2 again, unchanged.
{"formula": "C6H6FLiMgO6", "method": "ωB97M-V/def2-TZVPD", "elements": ["H", "O", "O", "O", "C", "C", "C", "H", "F", "H", "Mg", "H", "O", "O", "O", "C", "C", "C", "H", "H", "Li"], "xyz": [[0.961, -0.879, 1.502], [2.340, 0.402, 0.487], [1.322, -0.398, -1.272], [1.637, 1.793, -1.132], [1.973, -0.954, 0.860], [1.642, -1.556, -0.501], [1.799, 0.685, -0.653], [2.842, -1.435, 1.316], [2.695, -2.174, -1.104], [0.796, -2.250, -0.514], [2.083, 3.743, -0.827], [-2.988, -0.172, 2.130], [-3.252, 0.524, 0.152], [-1.162, 0.315, -0.418], [-2.573, 0.776, -2.013], [-2.452, 0.469, 1.423], [-1.101, -0.044, 1.030], [-2.401, 0.514, -0.832], [-2.464, 1.510, 1.779], [-1.157, -1.147, 0.972], [-0.537, 0.277, -2.384]], "spin_multiplicity": 2, "charge": 1, "e_tot_ev": -26963.8703, "orbital_gap_ha": [0.239, 0.193], "de_lowest_kcal_mol": 0.00, "mol_weight_g_mol": 224.4, "homo_ev": [-10.18, -10.18]}